Here is a 5-piece molecular cluster, C3H18NO4 overall from the OMol25 dataset. Energies are from ωB97M-V/def2-TZVPD.

Calculated values
- Molar mass: 132.2 g mol⁻¹
- HOMO energy: -14.82 eV
- Total charge: +1
- Spin multiplicity: 1
- Gap between HOMO and LUMO: 12.35 eV
- E_tot: -13078.275 eV

Atoms and positions in Å:
1 C 0.70490 -0.29223 -1.29504
2 C -0.28606 -0.11912 -2.42060
3 C 0.24040 0.78260 -3.53253
4 N 0.23012 -1.20835 -0.24803
5 H 1.69036 -0.57360 -1.67790
6 H 0.95874 0.68436 -0.86856
7 H -1.19823 0.31368 -2.00476
8 H -0.62416 -1.06187 -2.87377
9 H 0.24804 1.83860 -3.28440
10 H 1.28589 0.53786 -3.74382
11 H -0.33276 0.66435 -4.44257
12 H -0.78380 -1.02156 -0.05664
13 H 0.35429 -2.17932 -0.51807
14 H 0.75456 -1.03529 0.63278
15 H 2.17279 -1.48321 2.50762
16 H 2.85985 -0.31144 1.71523
17 O 2.05356 -0.84792 1.79370
18 H -2.94757 -0.34109 0.96345
19 H -3.04654 -1.55861 -0.02468
20 O -2.47399 -0.84345 0.26635
21 H -3.75052 0.66622 3.04308
22 H -4.40117 1.31780 1.81256
23 O -3.61594 0.83840 2.10461
24 H 2.92096 2.21212 2.59665
25 H 4.20736 1.91468 1.75763
26 O 3.30686 1.62664 1.93650

Atoms 1-3, force components in eV/Å:
1.04 0.97 -0.94
-0.81 0.19 -0.30
0.65 -0.07 0.13